No. 1
25
Properties=species:S:1:pos:R:3:forces:R:3 method="wB97M-V/def2-TZVPD" e_tot_ev=-16956.93007 relative_energy_kj_mol=600.7 homo_energy_ev=-7.06
C 2.0588 -1.7076 -0.1320 -0.2 0.9 -2.4
C -3.3520 -1.3592 -0.5697 1.0 2.0 -0.4
C 1.0067 -0.8606 -0.3348 0.7 -2.4 -0.4
C -2.5713 -0.7627 0.4337 -0.3 -1.3 -1.7
C 2.4281 -0.1344 1.2461 0.7 0.7 1.7
C -1.9978 0.1044 -1.5294 -3.0 -4.0 2.1
C 0.4399 1.1419 0.8037 -3.6 4.0 1.7
C 3.0446 0.6303 2.3651 -2.8 2.2 -0.7
C -1.4217 0.8440 -2.6195 1.3 -1.6 -1.9
N 2.9524 -1.1527 0.7278 1.1 -1.5 1.0
N -3.0174 -0.8169 -1.7858 0.9 1.2 0.7
N 0.1856 2.2480 1.2775 0.3 -2.9 -1.4
N 1.2173 0.1387 0.6025 -0.4 0.0 -0.3
N -1.7267 0.0740 -0.2066 2.3 2.2 0.2
H 2.4195 -2.5111 -0.7608 -0.6 -0.2 0.2
H -4.2335 -1.9357 -0.4921 -0.5 -0.9 0.2
H 0.1180 -0.9656 -0.9318 0.0 0.4 0.1
H -2.3333 -1.1670 1.3850 -0.2 0.2 1.0
H 3.8156 0.1064 2.7887 1.7 -1.5 0.9
H 3.4372 1.5012 1.8890 0.6 1.0 -0.1
H 2.3565 1.0310 3.1579 0.3 -0.7 -0.8
H -2.0255 0.4326 -3.4787 1.2 0.3 0.4
H -1.7924 1.8279 -2.5676 0.6 1.8 0.0
H -0.2666 0.6312 -2.7538 -2.2 1.0 0.1
H -0.7418 2.6617 1.4854 0.9 -0.6 -0.3

=====

No. 2
107
Properties=species:S:1:pos:R:3:forces:R:3 method="wB97M-V/def2-TZVPD" e_tot_ev=-169249.49799 charge=+2 relative_energy_kj_mol=0.0 spin_multiplicity=2 homo_energy_ev="-15.45 / -15.45"
O -0.7397 -1.7485 -0.2853 2.0 2.8 1.0
V 0.2176 -0.5549 0.1528 -2.3 -3.4 -1.1
O 2.3531 1.2057 -3.3718 -0.4 -0.4 0.9
S 2.6161 1.4120 -1.9671 1.0 1.6 -1.0
O 1.6993 0.9454 -0.9416 0.7 -0.5 -0.4
O 4.0799 0.8446 -1.6362 -1.7 0.3 -0.2
C 5.0818 0.9614 -2.6950 0.9 0.1 -0.2
C 5.7686 -0.3554 -2.8281 0.4 -1.1 0.3
C 2.8679 3.1890 -1.7306 0.6 -0.8 1.4
H 5.7967 1.7187 -2.3722 -0.2 0.1 0.1
H 4.6778 1.2491 -3.6643 -0.5 0.1 0.3
H 5.0978 -1.1454 -3.1694 -0.1 0.2 -0.1
H 6.1663 -0.7102 -1.8761 -0.1 0.2 0.1
H 6.6185 -0.3305 -3.5114 -0.1 0.3 -0.1
H 3.3777 3.2206 -0.7630 0.0 0.1 0.0
H 1.9619 3.7649 -1.5740 -0.3 -0.3 -0.6
H 3.5668 3.5764 -2.4656 -0.3 -0.1 -0.4
O 0.5979 -1.2609 -2.6848 0.1 0.0 -0.2
S 0.4060 -1.9947 -3.8994 -0.4 -1.0 -1.2
O -0.0151 -3.3804 -3.8853 0.5 1.2 0.2
O -0.6784 -1.1345 -4.7283 1.1 -0.3 0.8
C -1.3915 -1.7583 -5.8118 -0.1 -0.5 -1.2
C -1.4749 -0.7108 -6.9197 -0.7 0.1 0.9
C 1.8756 -1.8096 -4.9383 -0.3 -0.1 0.8
H -2.3353 -2.1031 -5.3928 -0.1 0.1 -0.3
H -0.8747 -2.6256 -6.2314 0.2 -0.1 0.5
H -2.0524 0.1097 -6.4853 0.4 0.4 -0.3
H -2.0138 -1.0009 -7.8188 0.1 -0.5 0.1
H -0.4593 -0.4240 -7.1834 -0.1 0.3 0.0
H 2.1768 -0.7823 -4.7398 0.0 0.1 -0.6
H 1.6358 -2.0956 -5.9592 -0.2 0.4 -0.1
H 2.6918 -2.4651 -4.6334 -0.3 -0.1 0.4
O -0.3411 3.1880 -1.4312 0.0 -0.2 0.0
S -1.1860 2.0960 -1.8036 -1.3 1.1 -1.5
O -1.0637 0.8312 -1.1339 -0.3 -0.1 0.1
O -2.7396 2.5482 -1.6472 1.6 -1.5 0.2
C -3.0991 3.9014 -1.9339 -0.3 1.2 0.8
C -4.6040 3.9433 -1.8950 -0.9 0.5 -0.5
C -1.1434 1.8004 -3.5680 0.2 -0.1 0.1
H -2.7146 4.2443 -2.8970 0.0 -0.2 0.0
H -2.6828 4.5407 -1.1476 0.1 -0.1 -0.2
H -5.0459 4.9449 -1.8938 0.7 0.3 -0.3
H -5.0682 3.5528 -0.9896 0.4 -0.6 -0.1
H -4.9941 3.4838 -2.8040 -0.2 -0.4 0.3
H -1.9604 1.1224 -3.8027 0.1 -0.1 0.1
H -0.1886 1.3523 -3.8398 0.0 -0.1 0.3
H -1.2572 2.7056 -4.1628 -0.1 0.3 0.4
O 0.4387 -1.4478 2.1678 0.3 0.0 -0.5
S 0.3693 -1.5143 3.6072 -1.7 -1.3 1.3
O 0.4422 -0.3076 4.3550 0.4 0.2 0.0
O -1.0390 -2.2459 3.9287 1.7 0.4 -1.0
C -1.3916 -2.3941 5.3308 -1.1 1.0 0.4
C -2.6329 -1.5522 5.5890 -0.3 -0.1 0.4
C 1.5323 -2.7231 4.2589 -0.5 0.4 -0.5
H -0.5782 -2.0447 5.9645 0.1 -0.2 0.0
H -1.6482 -3.4307 5.5374 0.5 -0.2 -0.3
H -2.5172 -0.4876 5.3930 0.3 -0.1 0.0
H -2.9240 -1.6782 6.6350 0.1 0.0 0.0
H -3.4877 -1.8924 5.0037 0.2 -0.1 -0.1
H 2.5323 -2.4158 3.9656 0.0 0.0 0.0
H 1.2479 -3.6941 3.8595 0.2 0.0 -0.2
H 1.4086 -2.7465 5.3379 0.1 0.2 0.0
O -2.3692 1.1597 3.3302 0.2 -0.1 -0.6
S -2.9266 0.5553 2.1571 -1.4 -0.9 -0.1
O -2.1088 -0.2181 1.2294 -0.6 0.9 1.0
O -4.0990 -0.3984 2.7394 1.1 0.3 -0.1
C -4.6114 -1.4507 1.9159 -0.6 -1.5 -0.5
C -5.3162 -2.5302 2.7188 -0.1 0.0 1.2
C -3.9341 1.7700 1.2964 -0.3 -0.5 0.5
H -3.8221 -2.0054 1.4072 0.3 0.7 -0.3
H -5.3413 -1.0517 1.2111 0.2 0.3 -0.2
H -5.8031 -3.2568 2.0699 -0.1 0.3 -0.3
H -6.0570 -2.1355 3.4173 -0.1 0.1 -0.2
H -4.6390 -3.1267 3.3358 0.3 0.2 -0.1
H -3.3443 2.6807 1.2703 -0.1 0.1 -0.3
H -4.8452 1.8600 1.8899 0.4 0.4 0.5
H -4.3289 1.4282 0.3421 0.8 -0.1 -0.3
O 0.2895 1.2171 1.2347 -0.2 0.3 0.8
S 0.5212 2.5474 1.7612 0.3 2.1 0.3
O 1.6114 3.3000 1.1988 -0.8 -0.5 0.2
O -0.8904 3.3312 1.5547 1.3 -1.7 -0.1
C -0.8788 4.7780 1.7191 0.5 0.1 1.6
C -1.7087 5.1405 2.9480 -0.3 -0.1 0.6
C 0.7108 2.5707 3.5517 -0.6 0.1 -0.4
H -1.2205 5.1836 0.7727 0.1 0.2 0.1
H 0.1476 5.0617 1.9583 0.0 0.2 -0.6
H -1.4043 6.0511 3.4716 -0.1 0.5 -0.9
H -1.5506 4.4655 3.7943 -0.1 -0.6 -0.5
H -2.7780 5.1606 2.7473 0.0 0.1 0.0
H 0.4406 3.5824 3.8501 -0.3 0.0 -0.1
H 1.7331 2.4637 3.9067 0.1 -0.5 -0.6
H 0.0147 1.8344 3.9456 0.1 0.1 0.2
O 1.8392 -1.8975 -0.3093 0.6 0.6 0.7
S 3.0874 -2.6324 -0.2314 0.1 -2.2 -0.1
O 4.2900 -2.1378 -0.8241 -0.6 0.2 0.5
O 3.3093 -3.0229 1.3218 -0.7 1.1 -1.5
C 4.6175 -3.5192 1.6929 0.8 -0.2 0.1
C 4.4070 -4.7403 2.5641 0.3 0.5 -0.3
C 2.7195 -4.2548 -0.9457 -0.8 0.6 0.2
H 5.1714 -2.7115 2.1778 -0.3 0.0 0.2
H 5.2098 -3.7412 0.8012 -0.2 -0.2 0.0
H 3.8737 -5.4894 1.9819 0.0 -0.2 0.2
H 3.8464 -4.4854 3.4610 0.0 -0.1 0.0
H 5.3901 -5.1017 2.8663 -0.1 -0.2 0.0
H 3.5404 -4.9442 -0.7747 0.1 0.1 0.0
H 2.4557 -4.1609 -1.9994 0.5 0.3 -0.1
H 1.7910 -4.6163 -0.5012 0.2 0.0 0.4

=====

No. 3
23
Properties=species:S:1:pos:R:3:forces:R:3 method="wB97M-V/def2-TZVPD" e_tot_ev=-40078.87178 charge=+2 relative_energy_kj_mol=0.0 spin_multiplicity=6 homo_energy_ev="-16.91 / -16.83"
O 0.9724 0.0293 -5.2406 -1.7 0.0 4.0
C 0.5510 0.0220 -4.1628 1.7 0.0 -4.2
Sm 0.1556 0.0035 -0.0545 0.5 0.0 1.4
O 3.0761 0.0028 -2.2333 -4.3 0.0 2.4
C 2.0718 0.0070 -1.6624 5.7 0.0 -3.4
C -2.2830 -0.0173 0.4695 -5.0 0.0 1.9
O -3.3671 -0.0178 0.8578 4.0 0.0 -1.7
C -0.1666 -2.4806 -0.4508 -0.7 -6.0 -0.7
O -0.2811 -3.6234 -0.5523 0.4 4.8 0.4
C -0.2060 2.4703 -0.5068 -0.9 6.0 -0.8
O -0.3552 3.6076 -0.6288 0.6 -4.8 0.4
H -1.0066 -0.0216 -1.6810 -0.2 0.0 0.4
C 2.1768 0.0687 4.8950 -0.2 0.0 -0.3
C 2.0143 1.2566 4.1779 -0.2 -0.1 -0.5
C 1.4549 1.1917 2.9043 0.0 -0.4 0.3
N 1.0481 0.0319 2.3253 0.3 0.0 0.4
C 1.2303 -1.1117 3.0357 0.1 0.4 0.3
C 1.7769 -1.1386 4.3161 -0.2 0.1 -0.5
H 2.6029 0.0837 5.8885 0.0 0.0 0.0
H 2.3006 2.2344 4.5681 0.0 -0.4 0.0
H 1.3280 2.1043 2.3278 0.0 0.0 0.0
H 0.9280 -2.0427 2.5636 0.0 0.1 0.0
H 1.8693 -2.1023 4.8188 0.1 0.4 0.0

=====

No. 4
66
Properties=species:S:1:pos:R:3:forces:R:3 method="wB97M-V/def2-TZVPD" e_tot_ev=-59597.15872 spin_multiplicity=2 homo_energy_ev="-8.71 / -8.71"
O -1.0160 0.1575 -0.5479 -0.1 -1.7 -1.0
H -1.4582 0.9935 -0.7125 -1.0 2.0 -0.4
H -0.7238 0.0940 0.3644 0.7 -0.3 3.3
H -0.2723 0.0045 -1.1354 0.6 0.0 -0.7
C 2.2686 0.3755 -2.5579 0.8 -2.1 2.4
O 3.3194 -0.3322 -1.8828 -0.6 1.1 -0.8
O 1.1234 -0.4411 -2.3230 1.5 1.6 -0.2
C 2.1773 1.8730 -2.0232 -0.7 -1.4 -0.7
F 2.5665 2.1750 -0.8164 0.7 -0.8 1.2
F 2.8381 2.6293 -2.8392 1.9 1.2 -1.8
F 0.9342 2.2495 -2.1219 -2.6 0.3 0.0
C 4.6833 -0.0932 -2.3617 0.2 -1.7 0.1
C 5.1171 -1.1316 -3.4350 -0.6 1.6 0.3
H 4.6628 -2.0806 -3.1501 0.1 0.0 -0.5
H 4.8322 -0.6918 -4.3907 -0.5 -0.8 -0.3
H 6.2028 -1.1873 -3.5142 0.0 -0.2 0.4
H 5.2503 -0.3778 -1.4754 0.1 0.8 0.1
H 4.8183 0.9281 -2.7178 0.1 0.0 0.4
H 2.4795 0.3186 -3.6258 -0.4 0.5 -0.4
C 0.1412 0.1243 3.3290 -0.3 0.7 -4.3
O 1.5036 0.3279 3.1121 1.9 0.5 -0.1
O -0.4767 -0.1078 2.0670 -0.1 -0.4 1.4
C 0.0386 -1.0558 4.3331 -0.3 0.4 1.5
F 0.5921 -2.2160 3.9071 -0.4 0.9 0.1
F 0.5868 -0.7544 5.5431 0.7 0.1 -0.8
F -1.2472 -1.2847 4.7021 -0.1 -0.3 -1.2
C 2.0168 1.3975 2.2249 0.1 -1.0 2.0
C 3.5094 1.6074 2.7203 -1.8 -0.5 -1.2
H 3.5615 1.5621 3.8081 -0.1 0.3 -0.2
H 4.0844 0.7783 2.3081 0.2 0.1 0.1
H 3.8483 2.5544 2.3004 0.3 0.0 0.2
H 1.4190 2.3049 2.3107 -0.1 0.1 0.5
H 1.9323 1.1259 1.1727 0.2 -0.4 0.2
H -0.2705 1.0584 3.7111 -0.4 -0.1 0.9
C -2.4946 3.5872 -0.9756 0.2 -3.2 -0.4
O -2.1857 2.3635 -0.9108 -0.2 1.9 -0.8
N -2.3770 4.4267 -0.0067 1.1 2.3 5.3
N -3.0152 4.2413 -1.9899 -0.7 -1.1 -2.7
H -1.9038 4.1822 0.8515 -0.2 -0.3 -0.2
H -3.0318 5.1864 0.1127 0.3 -0.1 -0.2
H -3.1761 3.6657 -2.8041 -0.5 0.8 -0.2
H -3.2291 5.2201 -1.8624 0.0 -0.4 -0.8
C -1.4891 -2.9466 -3.2857 0.0 -3.0 -0.3
O -2.3927 -3.6501 -3.5967 -2.9 -1.3 -0.9
N -1.3893 -1.6826 -3.3723 -0.7 6.5 -0.6
N -0.3390 -3.4293 -2.8917 3.3 -2.3 1.5
H -2.0783 -1.1653 -3.8994 0.3 0.1 0.4
H -0.5388 -1.2903 -2.9942 -0.8 0.6 -0.6
H -0.3348 -4.4214 -2.7027 0.5 0.3 0.2
H 0.3924 -2.7768 -2.6478 0.2 -1.0 0.2
C -4.7657 0.4834 2.1312 0.7 1.9 -2.2
O -5.8631 0.9858 1.9188 -0.2 -0.1 0.8
N -3.6186 1.1989 2.0132 0.6 2.6 0.1
N -4.4938 -0.7862 2.2006 -1.1 -4.2 1.0
H -3.7809 2.1333 1.6659 0.1 -0.2 0.2
H -2.6609 0.8783 2.0037 -0.1 -0.6 0.2
H -3.5860 -1.2267 2.2446 0.0 0.5 -0.1
H -5.2963 -1.3965 2.2606 0.2 0.0 0.0
C -1.2686 -3.6013 0.9672 -3.8 -1.9 0.7
O -2.0189 -4.4080 0.4371 -0.5 -0.1 -0.5
N -0.0101 -3.6147 0.8539 6.7 -0.3 -2.7
N -1.5943 -2.7938 1.9515 -3.3 1.6 2.1
H 0.3189 -4.1505 0.0635 0.4 0.3 0.1
H 0.4940 -2.8003 1.1743 0.4 -0.3 -0.1
H -2.3517 -3.1997 2.4823 0.0 0.7 0.3
H -0.9642 -2.0979 2.3240 -0.3 0.0 0.0